(1)
{"formula": "C17H27NO4", "method": "the ωB97M-V functional and the def2-TZVPD basis", "e_tot_ha": -1019.69999, "de_lowest_ev": 0.865, "spin_multiplicity": 1, "symbols": ["C", "C", "O", "O", "C", "C", "C", "C", "C", "O", "C", "C", "O", "C", "N", "C", "C", "C", "C", "C", "C", "C", "H", "H", "H", "H", "H", "H", "H", "H", "H", "H", "H", "H", "H", "H", "H", "H", "H", "H", "H", "H", "H", "H", "H", "H", "H", "H", "H"], "positions_angstrom": [[-5.862, -0.605, 0.292], [-4.633, 0.017, -0.323], [-4.623, 0.692, -1.316], [-3.548, -0.274, 0.408], [-2.309, 0.239, -0.005], [-1.679, -0.300, -1.122], [-2.322, -1.387, -1.926], [-0.439, 0.205, -1.479], [0.171, 1.211, -0.741], [1.398, 1.733, -1.060], [2.369, 0.904, -1.672], [3.641, 0.897, -0.803], [4.240, 2.172, -0.823], [3.365, 0.449, 0.659], [3.362, -0.961, 0.944], [2.229, -1.772, 0.522], [2.544, -2.656, -0.688], [1.794, -2.648, 1.702], [-0.484, 1.762, 0.367], [0.147, 2.877, 1.147], [-1.732, 1.267, 0.737], [-2.446, 1.835, 1.927], [-5.594, -1.491, 0.860], [-6.576, -0.847, -0.489], [-6.318, 0.120, 0.963], [-2.769, -2.135, -1.273], [-3.113, -0.967, -2.548], [-1.593, -1.870, -2.572], [0.038, -0.190, -2.362], [2.005, -0.115, -1.798], [2.612, 1.325, -2.655], [4.377, 0.223, -1.259], [3.561, 2.813, -0.578], [4.155, 0.899, 1.270], [2.409, 0.864, 0.988], [4.239, -1.394, 0.684], [1.397, -1.101, 0.279], [1.647, -3.170, -1.026], [3.286, -3.405, -0.415], [2.942, -2.072, -1.516], [1.556, -2.021, 2.557], [0.917, -3.233, 1.439], [2.599, -3.322, 1.984], [-0.525, 3.731, 1.201], [0.367, 2.558, 2.166], [1.070, 3.192, 0.671], [-1.798, 1.823, 2.802], [-2.733, 2.868, 1.735], [-3.340, 1.260, 2.148]]}

(2)
{"formula": "C17H28AsBF2LuN2O6S", "method": "the ωB97M-V functional and the def2-TZVPD basis", "e_tot_ha": -5319.62083, "de_lowest_ev": 0.575, "total_charge": 1, "spin_multiplicity": 1, "symbols": ["Lu", "O", "C", "O", "C", "O", "C", "C", "O", "O", "H", "H", "H", "H", "H", "C", "As", "C", "C", "S", "H", "H", "H", "H", "H", "H", "H", "H", "H", "F", "B", "F", "C", "C", "N", "C", "C", "C", "O", "C", "C", "C", "C", "N", "C", "H", "H", "H", "H", "H", "H", "H", "H", "H", "H", "H", "H", "H", "H"], "positions_angstrom": [[5.665, -15.719, -4.684], [5.195, -19.043, -3.089], [4.531, -17.965, -2.708], [4.029, -17.151, -3.481], [4.512, -17.859, -1.152], [4.550, -16.586, -0.626], [5.777, -16.023, -0.681], [6.104, -15.659, -2.118], [5.506, -14.675, -2.700], [6.819, -16.386, -2.867], [5.316, -18.966, -4.060], [5.289, -18.534, -0.825], [3.572, -18.358, -0.876], [6.551, -16.689, -0.302], [5.708, -15.083, -0.169], [8.227, -20.481, -6.108], [7.900, -18.547, -6.005], [8.764, -17.851, -4.437], [8.830, -17.865, -7.486], [5.836, -17.943, -6.181], [9.316, -20.473, -5.853], [7.974, -20.865, -7.093], [7.625, -21.040, -5.345], [9.770, -18.279, -4.537], [8.194, -18.292, -3.608], [8.589, -16.805, -4.289], [9.075, -16.806, -7.297], [8.185, -17.857, -8.367], [9.749, -18.499, -7.631], [8.707, -15.053, -6.334], [7.391, -14.763, -6.348], [6.926, -14.170, -7.482], [4.021, -9.929, -1.963], [2.707, -9.853, -2.667], [2.459, -11.090, -3.463], [1.367, -12.006, -2.960], [1.795, -12.801, -1.693], [2.866, -11.053, -4.727], [3.465, -10.183, -5.301], [2.840, -12.379, -5.421], [2.462, -12.532, -6.785], [2.600, -13.769, -7.365], [3.325, -14.755, -6.778], [3.818, -14.549, -5.563], [3.490, -13.437, -4.846], [4.096, -9.106, -1.251], [4.912, -9.953, -2.592], [4.056, -10.833, -1.321], [2.650, -9.032, -3.401], [1.929, -9.748, -1.964], [1.078, -12.732, -3.701], [0.580, -11.366, -2.659], [2.667, -13.431, -1.878], [0.990, -13.510, -1.343], [2.056, -12.145, -0.837], [1.888, -11.777, -7.358], [2.323, -13.929, -8.404], [3.631, -15.671, -7.249], [3.912, -13.452, -3.810]]}

(3)
{"formula": "C17H28CoNO2P2Te", "method": "the ωB97M-V functional and the def2-TZVPD basis", "e_tot_ha": -3202.74089, "de_lowest_ev": 0.000, "total_charge": 2, "spin_multiplicity": 5, "symbols": ["Co", "P", "C", "C", "N", "C", "C", "C", "C", "C", "P", "H", "H", "H", "H", "H", "H", "H", "H", "O", "H", "H", "O", "H", "C", "H", "H", "H", "C", "H", "H", "H", "C", "H", "H", "H", "C", "H", "H", "H", "Te", "C", "C", "C", "C", "C", "C", "H", "H", "H", "H", "H"], "positions_angstrom": [[0.051, -0.060, -0.124], [-2.055, 0.293, -0.979], [-1.582, 1.477, -2.377], [-0.379, 2.338, -2.011], [0.455, 1.841, -1.058], [1.557, 2.562, -0.720], [1.858, 3.790, -1.315], [0.999, 4.286, -2.299], [-0.136, 3.553, -2.656], [2.430, 1.983, 0.386], [2.241, 0.105, 0.524], [-0.808, 3.916, -3.419], [2.736, 4.347, -1.022], [1.209, 5.230, -2.780], [3.478, 2.239, 0.228], [2.120, 2.434, 1.328], [-1.322, 0.898, -3.229], [-2.439, 2.092, -2.648], [1.619, -2.582, -3.946], [1.236, -2.358, -4.886], [2.021, -2.176, -5.473], [3.525, -3.789, -0.597], [3.832, -4.335, -1.392], [4.316, -5.126, -1.008], [3.645, -0.468, -0.592], [4.587, -0.009, -0.293], [3.753, -1.551, -0.533], [3.437, -0.192, -1.626], [2.957, -0.213, 2.236], [3.031, -1.286, 2.415], [3.952, 0.225, 2.322], [2.316, 0.226, 3.000], [-3.267, 1.340, 0.007], [-4.054, 1.727, -0.641], [-3.726, 0.740, 0.793], [-2.746, 2.181, 0.465], [-3.176, -0.910, -1.893], [-3.627, -1.611, -1.191], [-3.969, -0.373, -2.413], [-2.599, -1.471, -2.629], [-0.342, -2.487, 0.777], [-1.540, -2.016, 2.453], [-0.982, -2.058, 3.736], [-1.780, -1.793, 4.853], [-3.134, -1.484, 4.688], [-3.692, -1.442, 3.406], [-2.894, -1.710, 2.289], [0.063, -2.308, 3.868], [-1.351, -1.834, 5.846], [-3.753, -1.284, 5.553], [-4.740, -1.208, 3.278], [-3.331, -1.690, 1.299]]}

(4)
{"formula": "C17H28CrN7SSe", "method": "the ωB97M-V functional and the def2-TZVPD basis", "e_tot_ha": -4891.89116, "de_lowest_ev": 0.368, "total_charge": 1, "spin_multiplicity": 5, "symbols": ["Cr", "C", "N", "C", "C", "N", "N", "C", "N", "N", "H", "H", "H", "H", "H", "H", "H", "H", "H", "H", "H", "C", "N", "C", "C", "N", "C", "S", "H", "H", "H", "H", "H", "H", "C", "C", "C", "C", "C", "C", "Se", "C", "C", "C", "H", "H", "H", "H", "H", "H", "H", "H", "H", "H", "H"], "positions_angstrom": [[-0.890, -0.901, -0.654], [-0.476, -4.162, -5.196], [-0.065, -3.836, -3.833], [1.026, -4.578, -3.213], [-0.590, -2.792, -3.154], [-0.242, -2.446, -1.962], [-1.556, -2.069, -3.845], [-2.405, -1.104, -3.354], [-3.365, -0.728, -4.231], [-2.297, -0.611, -2.166], [0.046, -5.058, -5.514], [-0.217, -3.371, -5.906], [-1.544, -4.382, -5.253], [1.330, -5.378, -3.880], [0.711, -5.033, -2.272], [1.891, -3.937, -3.029], [0.463, -3.052, -1.566], [-1.696, -2.324, -4.805], [-3.427, -1.101, -5.160], [-3.955, 0.056, -4.016], [-3.053, 0.030, -1.959], [-0.570, -0.472, 3.601], [-1.211, 0.671, 2.965], [-1.130, 1.994, 3.367], [-1.919, 2.710, 2.547], [-2.459, 1.810, 1.646], [-2.041, 0.564, 1.921], [-2.601, -0.883, 1.175], [0.224, -0.112, 4.249], [-0.141, -1.111, 2.833], [-1.294, -1.040, 4.183], [-0.466, 2.303, 4.154], [-2.094, 3.768, 2.482], [-3.179, 2.003, 0.973], [2.247, 4.638, 3.298], [2.015, 3.334, 2.578], [2.481, 2.133, 3.094], [2.310, 0.923, 2.423], [2.929, -0.326, 2.998], [1.615, 0.906, 1.205], [1.471, -0.780, 0.261], [1.142, 2.110, 0.661], [0.470, 2.221, -0.681], [1.353, 3.297, 1.361], [2.567, 4.471, 4.326], [1.343, 5.251, 3.316], [3.023, 5.223, 2.802], [3.023, 2.135, 4.035], [3.339, -0.135, 3.990], [3.740, -0.670, 2.353], [2.217, -1.149, 3.056], [-0.074, 1.322, -0.968], [1.214, 2.376, -1.467], [-0.222, 3.065, -0.697], [0.988, 4.226, 0.929]]}

Question: What is the formula in the third record?
Answer: C17H28CoNO2P2Te